Entry 1:
Computed, not measured: 3 unconnected molecules or ions with the total composition C25H44BrF4NO7 at a distorted geometry, with the ωB97M-V functional and the def2-TZVPD basis.

The gap between HOMO and LUMO is 10.353 eV. The molar mass is 626.52 g/mol. As for the total charge: 0.

Last column: Löwdin charge in e.
Positions of all 82 atoms, in Å:
C1 4.8012 1.1019 4.0441  -0.110
C2 4.8751 -0.3851 3.6850  -0.219
C3 3.5553 -1.1294 3.9492  -0.172
O1 3.0631 -1.8160 2.7862  -0.090
C4 2.0148 -1.1808 2.1441  -0.321
N1 2.3651 0.1355 1.5682  0.169
C5 1.2677 0.4291 0.7107  -0.387
O2 1.0546 1.5034 0.2394  0.125
C6 0.3703 -0.8214 0.5153  -0.218
C7 -0.8906 -0.7516 1.4254  -0.135
C8 -1.6540 0.5721 1.3852  -0.161
C9 -2.9760 0.5903 2.1921  -0.170
C10 -3.3298 -0.6658 2.9930  -0.170
C11 -2.5987 -0.7051 4.3323  -0.179
O3 -2.5983 -2.0384 4.8633  -0.009
C12 -1.4946 -2.8116 4.6944  -0.543
C13 -0.1805 -2.1861 5.1060  0.019
O4 -1.5954 -3.9249 4.2969  0.139
C14 -0.1484 -0.9631 -0.9568  -0.081
C15 0.2625 0.0461 -2.0125  -0.754
O5 1.1640 -0.0157 -2.7342  0.094
Br1 -1.0431 1.5036 -2.2609  0.768
C16 1.3366 -1.9904 1.0170  -0.224
C17 0.6535 -3.2509 1.5414  0.027
C18 2.3543 -2.4092 -0.0975  -0.369
F1 1.7434 -3.2621 -0.9658  0.107
F2 2.7282 -1.3144 -0.8261  0.118
C19 3.6786 -3.0966 0.3005  -0.289
F3 3.4108 -4.3499 0.7347  0.098
F4 4.4470 -3.1921 -0.8046  0.102
H1 4.5555 1.2356 5.1032  0.075
H2 5.7567 1.6015 3.8621  0.072
H3 4.0313 1.6066 3.4520  0.067
H4 5.1223 -0.4971 2.6238  0.104
H5 5.6782 -0.8568 4.2614  0.107
H6 2.7922 -0.4207 4.2965  0.121
H7 3.6776 -1.8946 4.7213  0.126
H8 1.2206 -0.9611 2.8719  0.122
H9 3.2065 0.0787 0.9979  0.147
H10 -1.5517 -1.5641 1.0946  0.130
H11 -0.6302 -0.9938 2.4628  0.081
H12 -1.0110 1.3909 1.7213  0.116
H13 -1.8870 0.8097 0.3422  0.062
H14 -3.7995 0.8259 1.5107  0.112
H15 -2.9405 1.4280 2.9026  0.114
H16 -4.4058 -0.6607 3.2017  0.121
H17 -3.1395 -1.5936 2.4426  0.114
H18 -1.5739 -0.3241 4.2481  0.110
H19 -3.1168 -0.0768 5.0632  0.135
H20 0.5496 -2.9864 5.2375  0.101
H21 0.1954 -1.5141 4.3250  0.045
H22 -0.2877 -1.6057 6.0241  0.101
H23 -1.2413 -0.9520 -0.9494  0.105
H24 0.1656 -1.9286 -1.3544  0.125
H25 -0.1063 -3.0045 2.2893  0.069
H26 0.1620 -3.8140 0.7447  0.108
H27 1.3905 -3.8970 2.0258  0.103
H28 4.2197 -2.5564 1.0727  0.153
C20 -4.9070 0.6092 -5.1812  -0.061
C21 -5.2222 1.7133 -4.1844  -0.502
C22 -4.3476 2.9360 -4.4008  -0.059
O6 -5.0900 1.2342 -2.8446  -0.065
H29 -3.8650 0.2934 -5.0713  0.078
H30 -5.5461 -0.2569 -5.0091  0.078
H31 -5.0492 0.9507 -6.2074  0.079
H32 -6.2741 1.9918 -4.2753  0.135
H33 -3.2982 2.6657 -4.2551  0.051
H34 -4.5956 3.7188 -3.6838  0.081
H35 -4.4567 3.3387 -5.4084  0.082
H36 -4.1673 0.9760 -2.7302  0.047
C23 0.7244 2.0228 -5.6901  -0.067
C24 0.7158 3.5262 -5.9048  -0.501
C25 2.0936 4.1361 -5.7013  -0.062
O7 -0.2467 4.1472 -5.0519  -0.068
H37 1.0301 1.7925 -4.6670  0.048
H38 -0.2755 1.6138 -5.8412  0.077
H39 1.4131 1.5207 -6.3715  0.082
H40 0.3680 3.7533 -6.9150  0.135
H41 2.4365 3.9533 -4.6788  0.081
H42 2.0636 5.2137 -5.8629  0.077
H43 2.8230 3.6996 -6.3852  0.078
H44 0.0039 3.9539 -4.1401  0.062

Entry 2:
Computed, not measured: a molecular structure, C25H44HfN6O4SSe3SiTe, with the ωB97M-V functional and the def2-TZVPD basis.

The gap between HOMO and LUMO is 6.573 eV. The molar mass is 1095.79 g/mol. As for the total charge: 0. The value obtained for the energy above the lowest of the compared OMol25 structures with the same formula, charge and spin is 0.0 kJ/mol.

Last column: Löwdin charge in e.
Positions of all 86 atoms, in Å:
Hf1 0.1150 0.0018 2.1647  1.114
Se1 -1.1303 -1.3163 4.3211  -0.043
Se2 0.6818 -0.1771 5.2925  -0.162
Te1 0.0759 2.2693 5.2772  0.310
Se3 0.5947 2.7216 2.8523  -0.075
C1 -5.5240 0.7972 3.0248  -0.044
N1 -4.1469 1.2492 3.0993  -0.132
C2 -3.8264 2.4454 3.8653  -0.034
C3 -3.1531 0.6438 2.4117  -0.474
N2 -1.9667 1.1199 2.2540  -0.034
N3 -3.4925 -0.5771 1.8425  0.156
C4 -2.7419 -1.2061 0.8590  -0.489
N4 -3.4911 -1.8640 -0.0657  0.187
N5 -1.4683 -1.1516 0.8523  0.053
H1 -6.1588 1.5380 3.5009  0.089
H2 -5.6762 -0.1488 3.5548  0.095
H3 -5.8600 0.6929 1.9900  0.092
H4 -4.6333 2.6367 4.5676  0.090
H5 -3.7052 3.3220 3.2217  0.102
H6 -2.9083 2.2905 4.4329  0.029
H7 -1.8485 2.0730 2.5798  -0.048
H8 -4.3756 -0.9900 2.0820  0.124
H9 -4.4779 -1.7079 -0.1426  0.105
H10 -3.0442 -2.4746 -0.7262  0.093
H11 -1.0607 -1.4459 -0.0363  0.062
S1 4.7955 -1.1919 2.1517  1.006
C5 4.7339 0.4336 2.6814  -0.416
C6 3.4572 0.9007 2.7700  -0.266
C7 2.4481 -0.0456 2.3951  -0.342
C8 3.0664 -1.2154 2.0265  -0.547
C9 2.3168 -2.4128 1.7265  -0.288
C10 2.9017 -3.6482 1.4278  -0.027
C11 2.1055 -4.7588 1.2682  -0.057
C12 0.7272 -4.6276 1.4169  -0.062
C13 0.2209 -3.3737 1.6867  -0.175
N6 0.9805 -2.2816 1.8121  0.004
H12 5.6467 0.9644 2.9036  0.063
H13 3.2341 1.9060 3.0984  0.039
H14 3.9779 -3.7130 1.3417  0.098
H15 2.5483 -5.7210 1.0459  0.111
H16 0.0598 -5.4736 1.3395  0.103
H17 -0.8409 -3.2297 1.8275  0.079
C14 -1.4988 3.7400 -2.0404  -0.023
C15 -1.4343 2.2314 -2.2488  -0.635
C16 -1.7546 1.8666 -3.6941  -0.020
C17 -2.3961 1.5261 -1.2951  -0.034
O1 -0.0837 1.8519 -1.9944  -0.086
Si1 0.5975 0.5343 -1.3122  0.046
O2 0.4219 0.5335 0.2777  -0.366
O3 -0.1435 -0.8477 -1.8578  -0.124
C18 0.3625 -1.9628 -2.6015  -0.630
C19 -0.7865 -2.9668 -2.6544  -0.031
C20 1.5577 -2.5844 -1.8856  -0.007
C21 0.7383 -1.5041 -4.0064  -0.015
O4 2.1496 0.5053 -1.7871  -0.098
C22 3.1730 1.5088 -1.6787  -0.620
C23 4.4553 0.7660 -1.3364  -0.016
C24 3.2686 2.2017 -3.0337  -0.022
C25 2.8373 2.5177 -0.5845  -0.023
H18 -2.4984 4.1194 -2.2591  0.086
H19 -0.7830 4.2359 -2.6965  0.088
H20 -1.2445 3.9822 -1.0077  0.090
H21 -2.7682 2.1744 -3.9568  0.087
H22 -1.6674 0.7872 -3.8292  0.072
H23 -1.0521 2.3573 -4.3686  0.091
H24 -3.4148 1.8816 -1.4648  0.092
H25 -2.1113 1.7257 -0.2609  0.070
H26 -2.3691 0.4482 -1.4653  0.067
H27 -1.0150 -3.3188 -1.6429  0.069
H28 -0.5148 -3.8370 -3.2525  0.090
H29 -1.6740 -2.5012 -3.0870  0.087
H30 1.2688 -2.9044 -0.8832  0.064
H31 2.3723 -1.8674 -1.8015  0.083
H32 1.9022 -3.4597 -2.4399  0.097
H33 -0.1250 -1.0520 -4.4972  0.082
H34 1.0821 -2.3459 -4.6094  0.090
H35 1.5361 -0.7643 -3.9473  0.082
H36 4.6697 0.0127 -2.0968  0.088
H37 4.3443 0.2687 -0.3718  0.059
H38 5.2971 1.4573 -1.2781  0.091
H39 3.4957 1.4751 -3.8159  0.085
H40 4.0499 2.9635 -3.0267  0.088
H41 2.3147 2.6772 -3.2644  0.081
H42 2.7156 2.0172 0.3765  0.058
H43 1.9171 3.0560 -0.8190  0.084
H44 3.6501 3.2403 -0.4954  0.098

Values of E, in order: -4533.90259, -9817.00878, all in hartree.